# 1
H27O14 | wB97M-V/def2-TZVPD

The calculation puts the energy relative to the best compared isomer or geometry (same formula, charge and spin) at 125.77 kcal/mol. As for the total energy: -29102.213 eV. The spin multiplicity is 1. The HOMO energy comes out at -6.490 eV. As for the charge: -1.

Each line ends with the natural charge from an NBO analysis.
Element x y z (Å)
O  -3.07  0.55  0.54  -0.948
H  -2.48  0.53  -0.23  0.500
O  -0.90  4.23  -1.47  -0.940
H  -0.14  -4.25  2.67  0.459
H  -0.55  -0.64  4.77  0.470
O  -0.25  2.06  0.80  -1.052
H  -0.60  0.53  3.92  0.478
H  -3.79  0.11  -1.96  0.473
O  -3.25  0.60  -2.55  -0.980
H  -0.83  -0.56  -0.94  0.527
H  -2.49  0.00  -2.90  0.496
O  1.99  0.81  1.17  -0.958
H  -2.55  0.02  1.20  0.429
H  -0.81  3.94  -0.62  0.486
O  2.25  -4.18  -2.05  -0.968
H  1.62  0.56  1.98  0.478
H  1.34  -3.85  -2.08  0.484
O  -0.79  -0.71  -1.97  -1.030
H  0.11  0.35  -4.00  0.467
H  -0.36  0.12  -2.39  0.434
O  0.04  -0.06  4.26  -0.947
H  -0.54  1.09  0.62  0.488
H  1.70  0.28  0.43  0.485
O  3.58  1.25  -1.22  -0.945
H  3.70  1.54  -2.12  0.459
H  0.57  2.06  1.12  0.457
O  3.53  -1.30  -0.03  -0.950
H  3.78  -1.08  0.89  0.501
H  2.80  -1.00  -0.31  0.457
O  -0.79  -0.36  0.51  -1.235
H  2.86  -3.53  -1.70  0.484
H  -0.51  -2.93  2.75  0.470
O  -0.06  -3.55  3.38  -0.928
H  -2.52  0.25  2.42  0.442
H  -0.53  -0.53  1.36  0.446
O  0.74  0.85  -4.58  -0.935
H  4.10  0.35  -1.27  0.479
H  0.39  1.75  -4.55  0.468
O  -3.06  0.64  3.23  -0.930
H  -0.27  3.68  -1.88  0.453
H  -3.96  0.40  2.80  0.477



# 2
C6H8O6Sr | wB97M-V/def2-TZVPD

The calculation puts the energy relative to the best compared isomer or geometry (same formula, charge and spin) at 8.67 kcal/mol. As for the total energy: -19457.522 eV. The spin multiplicity is 1. The HOMO energy comes out at -16.871 eV. As for the charge: +2.

Each line ends with the natural charge from an NBO analysis.
Element x y z (Å)
O  -0.71  -3.80  0.07  -0.862
C  -0.23  -2.68  0.37  0.998
O  0.12  -1.89  -0.58  -0.903
O  -0.12  -2.36  1.63  -0.448
C  0.55  -1.14  2.01  -0.120
C  -0.13  0.07  1.46  -0.150
C  0.53  1.09  0.90  -0.274
C  -0.17  2.29  0.37  -0.104
Sr  -0.26  -3.94  -2.10  1.915
H  1.60  -1.19  1.71  0.212
H  0.50  -1.14  3.11  0.254
H  -1.23  0.08  1.50  0.230
H  1.62  1.08  0.84  0.239
H  0.17  3.21  0.85  0.259
H  -1.26  2.21  0.44  0.225
O  0.15  2.54  -1.04  -0.408
C  0.05  1.67  -1.97  1.067
O  -0.22  2.15  -3.12  -0.555
H  -0.63  1.39  -3.65  0.531
O  -0.28  0.44  -1.83  -0.688
H  -0.05  -0.08  -0.97  0.583



# 3
C17H30BN3O2PtS | wB97M-V/def2-TZVPD

The calculation puts the energy relative to the best compared isomer or geometry (same formula, charge and spin) at 41.61 kcal/mol. As for the total energy: -41427.202 eV. The spin multiplicity is 1. The HOMO energy (alpha / beta) comes out at -15.031 / -15.032 eV. As for the charge: +2.

Each line ends with the natural charge from an NBO analysis.
Element x y z (Å)
Pt  -0.33  0.99  0.73  0.897
S  -2.47  1.79  1.16  0.102
C  -2.70  0.12  1.60  0.076
C  -3.87  -0.54  1.92  -0.245
C  -3.82  -1.91  2.05  -0.066
C  -2.60  -2.59  1.87  -0.244
C  -1.47  -1.88  1.57  0.052
N  -1.53  -0.54  1.48  -0.398
H  -4.80  0.02  2.01  0.270
H  -4.72  -2.47  2.27  0.261
H  -2.53  -3.66  1.97  0.268
H  -0.51  -2.35  1.45  0.243
C  0.82  1.40  3.57  -0.648
C  1.68  2.16  2.57  -0.210
N  2.82  1.40  2.05  -0.340
C  4.06  1.42  2.86  -0.220
C  4.20  0.20  3.75  -0.622
C  2.74  0.71  0.92  0.560
C  4.00  0.14  0.32  -0.690
N  1.60  0.50  0.28  -0.871
H  -0.07  1.97  3.81  0.250
H  1.36  1.23  4.50  0.254
H  0.52  0.41  3.20  0.199
H  2.09  3.06  3.02  0.253
H  1.09  2.52  1.70  0.171
H  4.01  2.33  3.46  0.229
H  4.91  1.53  2.19  0.228
H  3.42  0.16  4.51  0.219
H  5.16  0.25  4.26  0.255
H  4.18  -0.73  3.18  0.210
H  4.70  0.94  0.10  0.266
H  3.77  -0.38  -0.61  0.246
H  4.48  -0.56  1.00  0.265
H  1.72  0.05  -0.61  0.428
C  -0.11  0.65  -4.22  -0.644
C  -0.69  -0.38  -3.27  0.268
C  -0.37  -1.79  -3.71  -0.639
O  0.00  -0.15  -1.96  -0.775
B  -0.89  0.52  -1.21  1.108
O  -2.12  0.70  -1.68  -0.743
C  -2.20  -0.13  -2.91  0.259
C  -2.94  -1.39  -2.49  -0.640
C  -2.97  0.64  -3.95  -0.638
H  0.98  0.52  -4.26  0.233
H  -0.33  1.67  -3.91  0.220
H  -0.50  0.50  -5.23  0.246
H  0.69  -1.86  -3.95  0.236
H  -0.93  -2.03  -4.61  0.242
H  -0.60  -2.52  -2.95  0.223
H  -2.41  -1.93  -1.70  0.202
H  -3.08  -2.06  -3.34  0.245
H  -3.93  -1.11  -2.12  0.236
H  -2.54  1.62  -4.14  0.233
H  -4.00  0.78  -3.61  0.240
H  -3.00  0.08  -4.89  0.238



# 4
C35H51F3O12 | wB97M-V/def2-TZVPD

As for the total energy: -69840.713 eV. The spin multiplicity is 1. The HOMO energy comes out at -9.088 eV.

Each line ends with the Mulliken charge.
Element x y z (Å)
C  -2.72  4.23  -3.09  -0.436
O  -2.46  3.74  -4.40  -0.418
C  -1.60  2.60  -4.40  -0.820
C  -2.01  1.54  -3.39  -0.468
C  -3.20  0.85  -3.51  0.159
O  -3.99  1.17  -4.58  -0.526
C  -3.60  -0.15  -2.64  0.856
C  -4.88  -0.94  -2.80  -1.428
C  -4.81  -1.93  -4.01  -0.461
C  -3.61  -2.89  -3.92  -0.195
C  -3.08  -3.44  -5.27  -0.923
O  -3.41  -2.64  -6.40  -0.333
C  -2.37  -1.91  -6.89  0.740
C  -2.67  -0.43  -7.14  -0.344
O  -1.28  -2.36  -7.16  -0.553
C  -2.76  -0.46  -1.59  -0.724
C  -1.57  0.21  -1.44  0.564
C  -1.19  1.20  -2.33  1.284
C  0.16  1.82  -2.05  -0.356
O  0.41  3.00  -2.14  -0.573
C  1.21  0.82  -1.60  0.608
C  2.51  0.85  -2.04  -0.928
C  3.38  -0.11  -1.59  -0.940
C  2.99  -1.09  -0.72  0.396
C  3.95  -2.17  -0.23  0.698
F  4.82  -1.75  0.67  -0.200
F  4.63  -2.63  -1.31  -0.291
F  3.22  -3.20  0.21  -0.274
C  1.69  -1.12  -0.27  -0.453
C  0.82  -0.17  -0.73  0.468
C  -0.64  -0.17  -0.32  -0.386
O  -1.02  -0.47  0.79  -0.610
H  -2.87  5.31  -3.18  0.318
H  -1.88  4.07  -2.41  0.170
H  -3.64  3.79  -2.71  0.162
H  -1.70  2.18  -5.41  0.301
H  -0.56  2.91  -4.26  0.356
H  -4.91  1.22  -4.28  0.392
H  -5.67  -0.22  -3.07  0.366
H  -5.08  -1.45  -1.86  0.422
H  -5.71  -2.54  -3.92  0.449
H  -4.82  -1.31  -4.91  0.225
H  -2.76  -2.48  -3.36  0.092
H  -3.95  -3.76  -3.35  0.450
H  -2.00  -3.57  -5.17  0.402
H  -3.47  -4.45  -5.43  0.367
H  -2.08  -0.13  -8.01  0.394
H  -3.72  -0.32  -7.41  0.331
H  -2.41  0.18  -6.28  -0.385
H  -3.03  -1.24  -0.88  0.574
H  2.82  1.61  -2.76  0.512
H  4.39  -0.10  -1.97  0.452
H  1.30  -1.88  0.40  0.524
C  5.56  -0.91  5.27  -0.713
O  4.52  -1.18  6.21  -0.410
C  3.46  -0.25  6.14  -0.478
C  2.28  -0.80  5.36  -0.581
O  2.60  -1.00  4.00  -0.282
C  2.90  -2.35  3.69  -0.617
H  6.19  -1.80  5.21  0.342
H  5.16  -0.70  4.28  0.288
H  6.16  -0.07  5.62  0.291
H  3.80  0.70  5.70  0.268
H  3.14  -0.05  7.16  0.410
H  1.47  -0.07  5.40  0.387
H  1.92  -1.73  5.82  0.334
H  1.97  -2.93  3.64  0.313
H  3.57  -2.81  4.43  0.419
H  3.38  -2.38  2.72  -0.010
C  -7.84  0.76  -0.18  -0.891
O  -7.22  -0.48  0.11  -0.233
C  -6.75  -0.56  1.45  -0.362
C  -7.69  -1.35  2.34  -0.649
O  -8.94  -0.69  2.49  -0.373
C  -9.95  -1.22  1.65  -0.685
H  -8.39  0.64  -1.11  0.242
H  -8.54  1.06  0.60  0.449
H  -7.08  1.54  -0.31  0.298
H  -6.58  0.44  1.86  0.373
H  -5.78  -1.07  1.42  0.295
H  -7.25  -1.43  3.33  0.384
H  -7.83  -2.36  1.95  0.332
H  -10.32  -2.17  2.06  0.327
H  -9.60  -1.38  0.63  0.270
H  -10.78  -0.51  1.63  0.242
C  7.88  1.49  2.95  -0.846
O  7.94  1.61  4.36  -0.344
C  9.17  1.13  4.90  -0.408
C  10.12  2.27  5.22  -0.625
O  10.54  2.95  4.05  -0.372
C  9.84  4.16  3.83  -0.691
H  7.05  2.10  2.60  0.246
H  8.80  1.84  2.47  0.402
H  7.70  0.45  2.67  0.340
H  9.64  0.42  4.21  0.359
H  8.93  0.60  5.82  0.372
H  11.02  1.85  5.69  0.378
H  9.66  2.96  5.93  0.344
H  10.21  4.94  4.51  0.323
H  8.76  4.04  3.97  0.292
H  10.02  4.47  2.80  0.245



Number 1: strongest force on any atom 0.21054 hartree/bohr. Number 2: strongest force on any atom 0.07320 hartree/bohr. Number 3: strongest force on any atom 0.04096 hartree/bohr. Number 4: strongest force on any atom 0.04328 hartree/bohr.